1.
{
  "formula": "C19H15NO7",
  "method": "ωB97M-V/def2-TZVPD",
  "symbols": ["O", "O", "O", "O", "O", "O", "O", "N", "C", "C", "C", "C", "C", "C", "C", "C", "C", "C", "C", "C", "C", "C", "C", "C", "C", "C", "C", "H", "H", "H", "H", "H", "H", "H", "H", "H", "H", "H", "H", "H", "H", "H"],
  "xyz": [[4.670, 2.043, 0.271], [-5.491, 0.419, -0.980], [2.794, -3.539, 0.292], [6.014, 0.405, -0.465], [2.528, 0.505, -0.206], [-5.137, 0.764, 1.207], [-2.178, -3.661, 0.028], [-2.289, 0.426, 0.040], [0.209, -2.274, 0.067], [-3.427, -1.670, -0.123], [-0.999, -1.599, 0.011], [0.400, 1.969, -0.519], [3.853, -1.435, 0.070], [0.908, 2.800, 0.670], [-1.043, -0.175, -0.043], [3.717, -0.102, -0.100], [-3.433, -0.317, -0.036], [4.945, 0.903, -0.106], [2.713, -2.319, 0.152], [-2.221, -2.428, -0.025], [1.424, -1.610, 0.056], [0.818, 4.292, 0.374], [1.385, -0.218, -0.104], [0.186, 0.508, -0.190], [-2.994, 2.646, -0.820], [-2.499, 1.827, 0.374], [-4.846, 0.374, 0.069], [-0.213, 4.591, 0.184], [-3.277, 1.854, 1.145], [1.171, 2.014, -1.293], [1.196, 4.871, 1.214], [0.190, -3.353, 0.123], [-3.071, 3.695, -0.540], [1.949, 2.539, 0.863], [-1.590, 2.239, 0.801], [-0.494, 2.419, -0.939], [4.848, -1.846, 0.138], [0.332, 2.570, 1.572], [-3.976, 2.291, -1.121], [-2.330, 2.556, -1.679], [1.416, 4.533, -0.502], [-4.367, -2.196, -0.202]],
  "nbo_charge": [-0.75, -0.74, -0.63, -0.75, -0.45, -0.75, -0.68, -0.39, -0.04, -0.42, -0.23, -0.45, -0.42, -0.41, 0.21, 0.31, 0.19, 0.73, 0.52, 0.58, -0.25, -0.60, 0.33, -0.04, -0.63, -0.24, 0.74, 0.19, 0.25, 0.23, 0.20, 0.24, 0.20, 0.25, 0.20, 0.21, 0.24, 0.18, 0.25, 0.19, 0.20, 0.22],
  "multiplicity": 1,
  "homo_ev": -2.8975,
  "total_charge": -2,
  "homo_lumo_gap_ev": 7.899,
  "e_lumo_ev": 5.0,
  "molar_mass_g_mol": 369.33,
  "smiles": "CCCc1c2oc(C(=O)[O-])cc(=O)c2cc2c(=O)cc(C(=O)[O-])n(CC)c12",
  "total_energy_ha": -1314.605534
}



2.
{
  "formula": "C19H15NS4Ti",
  "method": "ωB97M-V/def2-TZVPD",
  "symbols": ["Ti", "S", "S", "S", "S", "N", "C", "C", "C", "C", "C", "C", "C", "C", "C", "C", "C", "C", "C", "C", "C", "C", "C", "C", "C", "H", "H", "H", "H", "H", "H", "H", "H", "H", "H", "H", "H", "H", "H", "H"],
  "xyz": [[0.622, 0.477, -0.101], [1.297, 1.790, -2.108], [-0.787, -1.236, 0.911], [2.913, -0.071, -0.278], [0.886, 1.525, 1.926], [-1.236, 1.329, -0.515], [1.145, -2.740, -2.767], [0.707, -2.487, 2.780], [1.695, -2.613, 3.737], [1.950, -0.811, -1.538], [2.165, -0.256, 3.561], [-1.359, 2.334, -1.405], [-3.253, 3.170, -0.230], [2.420, -1.491, 4.125], [-2.137, 1.184, 0.471], [0.448, -1.240, 2.212], [-3.160, 2.103, 0.642], [-2.028, 0.009, 1.422], [1.875, -2.208, -1.737], [-0.387, 2.346, -2.558], [0.478, -0.541, -3.477], [-2.352, 3.281, -1.282], [1.174, -0.098, 2.589], [0.450, -1.902, -3.651], [1.196, 0.015, -2.404], [-4.031, 3.911, -0.102], [-2.421, 4.091, -1.995], [3.193, -1.581, 4.876], [-1.743, 0.355, 2.416], [-0.769, 1.712, -3.355], [1.889, -3.576, 4.188], [2.738, 0.612, 3.858], [2.438, -2.844, -1.067], [0.129, -3.347, 2.468], [-0.287, 3.350, -2.967], [-3.864, 1.979, 1.453], [-2.996, -0.487, 1.489], [-0.026, 0.094, -4.192], [1.119, -3.812, -2.910], [-0.092, -2.324, -4.486]],
  "nbo_charge": [0.71, 0.46, 0.37, -0.02, -0.07, -0.55, -0.18, -0.22, -0.20, -0.25, -0.20, 0.25, -0.10, -0.16, 0.27, -0.14, -0.23, -0.57, -0.19, -0.57, -0.14, -0.23, -0.19, -0.21, -0.29, 0.24, 0.24, 0.23, 0.28, 0.26, 0.23, 0.24, 0.24, 0.23, 0.26, 0.24, 0.26, 0.21, 0.24, 0.24],
  "multiplicity": 2,
  "homo_ev": [-10.8092, -11.1383],
  "total_charge": 1,
  "homo_lumo_gap_ev": [7.267, 7.632],
  "e_lumo_ev": [-3.5, -3.5],
  "molar_mass_g_mol": 433.47,
  "total_energy_ha": -3229.884228,
  "e_above_lowest_kj_mol": 14.3
}



3.
{
  "formula": "C19H16AuF6N3OSb",
  "method": "ωB97M-V/def2-TZVPD",
  "symbols": ["Au", "Sb", "F", "F", "F", "F", "F", "F", "O", "N", "N", "N", "C", "C", "C", "C", "C", "C", "C", "C", "C", "C", "C", "C", "C", "C", "C", "C", "C", "C", "C", "H", "H", "H", "H", "H", "H", "H", "H", "H", "H", "H", "H", "H", "H", "H", "H"],
  "xyz": [[1.417, -0.907, 0.424], [2.567, -3.963, 2.820], [1.112, -4.675, 1.777], [1.357, -2.960, 3.871], [4.042, -3.078, 3.607], [2.522, -2.404, 1.576], [2.510, -5.419, 3.975], [3.724, -4.728, 1.531], [0.640, -2.635, -1.153], [0.416, 0.380, 1.739], [-4.758, 7.082, -1.317], [1.210, 0.431, -1.086], [-3.158, 5.103, -0.842], [1.497, 1.501, -3.030], [-2.416, 2.849, -1.249], [1.904, 0.426, -2.211], [2.190, -4.376, -1.374], [0.036, -0.007, 2.954], [0.540, 2.174, -2.329], [-3.287, 3.896, -1.533], [-1.452, 1.534, 2.313], [-0.506, 1.310, 1.256], [-1.123, 0.710, 3.351], [-0.481, 1.885, 0.002], [-2.189, 5.228, 0.144], [-4.047, 6.191, -1.129], [0.814, -3.827, -1.319], [0.348, 1.517, -1.079], [-1.320, 4.167, 0.428], [-1.446, 2.995, -0.275], [-0.365, -4.699, -1.556], [-2.102, 6.185, 0.667], [-0.318, -5.567, -0.902], [2.357, -5.215, -0.712], [-0.310, -5.065, -2.584], [-0.543, 4.226, 1.164], [2.902, -3.580, -1.146], [-4.049, 3.732, -2.283], [0.597, -0.725, 3.515], [2.630, -0.322, -2.415], [-1.300, -4.154, -1.372], [-1.646, 0.581, 4.284], [0.003, 3.059, -2.631], [2.360, -4.735, -2.395], [-2.506, 1.915, -1.754], [1.918, 1.756, -4.005], [-2.290, 2.204, 2.281]],
  "nbo_charge": [1.28, 3.17, -0.69, -0.68, -0.66, -0.73, -0.66, -0.67, -0.64, -0.54, -0.28, -0.53, -0.11, -0.32, -0.20, 0.03, -0.72, 0.05, -0.19, -0.16, -0.17, -0.03, -0.31, 0.21, -0.17, 0.26, 0.65, -0.02, -0.19, -0.06, -0.72, 0.24, 0.25, 0.27, 0.24, 0.23, 0.24, 0.23, 0.24, 0.21, 0.24, 0.24, 0.23, 0.24, 0.23, 0.23, 0.23],
  "multiplicity": 2,
  "homo_ev": [-8.5819, -8.5877],
  "total_charge": 0,
  "homo_lumo_gap_ev": [6.882, 6.294],
  "e_lumo_ev": [-1.7, -2.3],
  "molar_mass_g_mol": 735.07,
  "total_energy_ha": -1948.328048
}



4.
{
  "formula": "C19H16Cl3PPdSe2Te2",
  "method": "ωB97M-V/def2-TZVPD",
  "symbols": ["Te", "Te", "Pd", "Se", "Se", "Cl", "Cl", "Cl", "P", "C", "C", "C", "C", "C", "C", "C", "C", "C", "C", "C", "C", "C", "C", "C", "C", "C", "C", "C", "H", "H", "H", "H", "H", "H", "H", "H", "H", "H", "H", "H", "H", "H", "H", "H"],
  "xyz": [[4.606, -0.819, 2.807], [1.651, -1.294, 4.127], [2.395, -0.358, 1.688], [4.579, 0.583, 0.698], [-0.159, -3.014, 3.879], [3.001, -2.683, -4.397], [0.496, -3.035, 0.001], [3.693, -1.894, -1.630], [0.478, 0.063, 0.639], [1.598, 0.758, -1.794], [-0.615, -0.152, -2.010], [-0.542, -0.004, -3.389], [2.452, -2.533, -2.690], [-1.090, 4.196, 2.030], [-3.293, -1.301, 1.659], [-0.969, -2.333, 0.613], [-2.052, -3.169, 0.816], [0.454, 0.227, -1.199], [0.598, 0.534, -3.973], [-3.219, -2.651, 1.346], [-0.744, 2.625, 0.241], [-1.018, -0.971, 0.890], [1.666, 0.918, -3.171], [-1.198, 3.860, 0.689], [-2.205, -0.476, 1.428], [-0.050, 2.069, 2.473], [-0.167, 1.719, 1.127], [-0.516, 3.297, 2.920], [-1.503, -0.581, -1.560], [-4.058, -3.307, 1.543], [-4.193, -0.891, 2.102], [-1.445, 5.159, 2.379], [-1.949, -4.226, 0.610], [-1.638, 4.559, -0.014], [0.661, 0.637, -5.050], [-1.375, -0.316, -4.009], [2.444, 1.010, -1.160], [-2.271, 0.572, 1.687], [2.167, -3.525, -2.364], [1.605, -1.857, -2.688], [2.569, 1.315, -3.619], [-0.421, 3.552, 3.968], [0.410, 1.366, 3.162], [-0.835, 2.369, -0.807]],
  "nbo_charge": [-0.13, -0.22, 0.07, -0.78, -0.92, -0.10, 0.01, 0.04, 0.94, -0.20, -0.17, -0.24, -0.39, -0.23, -0.24, 0.03, -0.23, -0.36, -0.23, -0.19, -0.25, -0.41, -0.22, -0.22, -0.13, -0.21, -0.24, -0.22, 0.21, 0.20, 0.20, 0.19, 0.22, 0.19, 0.20, 0.20, 0.26, 0.21, 0.22, 0.23, 0.21, 0.21, 0.27, 0.22],
  "multiplicity": 1,
  "homo_ev": 0.1177,
  "total_charge": -2,
  "homo_lumo_gap_ev": 4.047,
  "e_lumo_ev": 4.2,
  "molar_mass_g_mol": 901.21,
  "total_energy_ha": -7922.480940,
  "e_above_lowest_kj_mol": 0.0
}



5.
{
  "formula": "C19H16ClN5",
  "method": "ωB97M-V/def2-TZVPD",
  "symbols": ["Cl", "N", "N", "N", "N", "N", "C", "C", "C", "C", "C", "C", "C", "C", "C", "C", "C", "C", "C", "C", "C", "C", "C", "C", "C", "H", "H", "H", "H", "H", "H", "H", "H", "H", "H", "H", "H", "H", "H", "H", "H"],
  "xyz": [[1.067, 3.396, 0.202], [2.311, -0.348, -0.089], [-1.901, -0.566, -0.208], [0.179, 0.582, -0.047], [3.376, 2.224, 0.149], [-2.398, -1.813, -0.250], [-0.156, -1.913, -0.158], [-3.815, 0.702, 0.604], [-2.443, 1.567, -1.198], [1.527, 0.702, -0.010], [5.873, -1.061, -0.091], [2.107, 2.011, 0.109], [-1.365, -2.632, -0.227], [4.200, 1.147, 0.073], [6.412, 0.228, 0.032], [-0.539, -0.589, -0.151], [-3.222, 2.707, -1.260], [-4.296, 2.850, -0.400], [5.591, 1.322, 0.113], [-2.727, 0.573, -0.265], [-1.539, -4.107, -0.267], [-4.587, 1.852, 0.514], [4.518, -1.258, -0.132], [3.649, -0.156, -0.050], [-4.125, -0.363, 1.606], [-1.126, -4.561, 0.632], [-3.265, -0.537, 2.253], [-5.431, 1.968, 1.179], [-0.350, 1.444, 0.028], [-1.019, -4.525, -1.128], [-4.975, -0.079, 2.220], [-4.911, 3.736, -0.443], [-2.596, -4.347, -0.337], [-1.626, 1.431, -1.892], [6.541, -1.907, -0.153], [0.843, -2.289, -0.118], [5.980, 2.324, 0.208], [7.484, 0.352, 0.063], [-2.993, 3.475, -1.983], [-4.341, -1.299, 1.097], [4.089, -2.243, -0.227]],
  "nbo_charge": [0.01, -0.44, -0.22, -0.58, -0.38, -0.29, -0.37, -0.02, -0.24, 0.34, -0.19, 0.16, 0.16, 0.15, -0.22, 0.34, -0.22, -0.20, -0.20, 0.19, -0.64, -0.19, -0.20, 0.11, -0.64, 0.22, 0.22, 0.21, 0.43, 0.22, 0.21, 0.22, 0.23, 0.22, 0.22, 0.25, 0.23, 0.22, 0.22, 0.25, 0.22],
  "multiplicity": 1,
  "homo_ev": -8.0017,
  "total_charge": 0,
  "homo_lumo_gap_ev": 7.813,
  "e_lumo_ev": -0.2,
  "molar_mass_g_mol": 349.82,
  "smiles": "Cc1cc(Nc2nc3ccccc3nc2Cl)n(-c2ccccc2C)n1",
  "total_energy_ha": -1467.633950
}



6.
{
  "formula": "C19H16F2NO5S2",
  "method": "ωB97M-V/def2-TZVPD",
  "symbols": ["S", "S", "F", "F", "O", "O", "O", "O", "O", "N", "C", "C", "C", "C", "C", "C", "C", "C", "C", "C", "C", "C", "C", "C", "C", "C", "C", "C", "C", "H", "H", "H", "H", "H", "H", "H", "H", "H", "H", "H", "H", "H", "H", "H", "H"],
  "xyz": [[1.236, -2.772, -0.269], [0.904, -0.479, 2.246], [-0.576, -3.514, -2.104], [1.356, -4.660, -2.042], [-1.408, -2.399, 1.076], [0.318, -1.374, 3.271], [2.918, 0.540, 0.604], [1.354, 0.045, -1.740], [4.037, -1.417, 0.251], [0.067, -1.469, -0.488], [1.924, 2.095, 2.765], [-1.412, -0.013, 0.460], [-1.007, -1.442, 0.448], [2.659, 2.764, 4.988], [0.768, -3.420, -1.948], [3.009, -0.681, 0.690], [1.963, -1.514, 1.340], [1.697, 0.790, 3.237], [5.118, -0.658, -0.405], [2.379, 3.072, 3.651], [-0.483, 2.088, -0.305], [1.839, 0.515, 4.600], [-0.562, 0.709, -0.378], [-1.245, 2.723, 0.685], [6.311, -0.728, 0.503], [0.431, -0.208, -0.993], [2.367, 1.484, 5.457], [-2.194, 0.604, 1.434], [-2.077, 1.992, 1.547], [2.294, -2.406, 1.900], [0.176, 2.598, -1.011], [3.059, 3.523, 5.664], [2.492, 1.232, 6.505], [6.119, -0.141, 1.406], [1.749, 2.354, 1.720], [6.492, -1.767, 0.775], [-1.173, 3.806, 0.784], [4.753, 0.366, -0.506], [5.280, -1.135, -1.382], [1.204, -2.714, -2.665], [1.484, -0.436, 4.999], [-2.837, -0.001, 2.068], [7.191, -0.319, 0.020], [2.469, 4.099, 3.312], [-2.638, 2.518, 2.319]],
  "nbo_charge": [0.42, 1.25, -0.36, -0.37, -0.52, -1.02, -0.70, -0.56, -0.52, -0.66, -0.20, -0.04, 0.66, -0.23, 0.36, 0.78, -0.86, -0.16, -0.09, -0.24, -0.18, -0.24, -0.14, -0.21, -0.63, 0.69, -0.22, -0.18, -0.21, 0.25, 0.23, 0.20, 0.20, 0.21, 0.24, 0.21, 0.21, 0.22, 0.18, 0.12, 0.25, 0.23, 0.20, 0.20, 0.21],
  "multiplicity": 1,
  "homo_ev": -3.8858,
  "total_charge": -1,
  "homo_lumo_gap_ev": 6.411,
  "e_lumo_ev": 2.5,
  "molar_mass_g_mol": 440.47,
  "total_energy_ha": -2160.677345,
  "e_above_lowest_kj_mol": 25.4
}